Entry from the OMol25 dataset: 12 unconnected molecules or ions with the total composition C70H165BN11O30 (the ωB97M-V functional and the def2-TZVPD basis).

Last columns: bonded neighbours and bond lengths (Å).
Positions of all 277 atoms, in Å:
1 O -21.6145 -0.5695 -9.8850  C2 1.225
2 C -22.6488 -0.2657 -10.4658  O1 1.225, O3 1.286, C6 1.573
3 O -23.1605 -0.8378 -11.4975  C2 1.286, B4 1.470
4 B -24.4206 -0.1828 -11.8758  O3 1.470, O5 1.485, O8 1.493, O12 1.456
5 O -24.5648 0.9585 -10.9360  B4 1.485, C6 1.318
6 C -23.5899 0.9236 -10.0496  C2 1.573, O5 1.318, O7 1.221
7 O -23.4310 1.6916 -9.1137  C6 1.221
8 O -25.5414 -1.1670 -11.8050  B4 1.493, C9 1.370
9 C -26.2710 -1.0916 -12.9617  O8 1.370, O10 1.219, C11 1.622
10 O -27.3482 -1.6297 -13.1524  C9 1.219
11 C -25.3583 -0.2403 -13.9969  C9 1.622, O12 1.336, O13 1.246
12 O -24.3003 0.1607 -13.2861  B4 1.456, C11 1.336
13 O -25.5880 -0.0781 -15.2105  C11 1.246
14 C -30.0140 10.8289 -3.4767  O15 1.419, H23 1.090, H24 1.090, H25 1.090
15 O -29.7930 10.5961 -4.8591  C14 1.419, C16 1.425
16 C -29.6944 9.2290 -5.2475  O15 1.425, C17 1.551, H26 1.090, H27 1.090
17 C -28.1817 8.9183 -5.3872  C16 1.551, N18 1.443, H28 1.090, H29 1.090
18 N -27.9581 7.5538 -5.7998  C17 1.443, C19 1.504, H30 1.010
19 C -26.4920 7.2451 -5.6630  N18 1.504, C20 1.554, H31 1.090, H32 1.090
20 C -25.5722 7.9361 -6.7074  C19 1.554, O21 1.390, H33 1.090, H34 1.090
21 O -25.4678 9.3184 -6.6021  C20 1.390, C22 1.393
22 C -24.6585 9.7624 -5.5591  O21 1.393, H35 1.090, H36 1.090, H37 1.090
23 H -30.9995 10.4696 -3.1804  C14 1.090
24 H -29.9806 11.9083 -3.3287  C14 1.090
25 H -29.1713 10.3587 -2.9698  C14 1.090
26 H -30.1913 8.9723 -6.1831  C16 1.090
27 H -30.0889 8.6157 -4.4374  C16 1.090
28 H -27.7519 8.9626 -4.3865  C17 1.090
29 H -27.7670 9.6840 -6.0427  C17 1.090
30 H -28.1652 7.5540 -6.7883  N18 1.010
31 H -26.4845 6.1787 -5.8885  C19 1.090
32 H -26.1522 7.3304 -4.6309  C19 1.090
33 H -26.0551 7.8203 -7.6777  C20 1.090
34 H -24.6077 7.4290 -6.7344  C20 1.090
35 H -23.6206 9.4294 -5.5545  C22 1.090
36 H -25.0568 9.4439 -4.5958  C22 1.090
37 H -24.6482 10.8494 -5.4788  C22 1.090
38 C -17.7621 1.4316 -5.5425  O39 1.418, H47 1.090, H48 1.090, H49 1.090
39 O -18.0658 2.5933 -4.7888  C38 1.418, C40 1.429
40 C -19.2899 3.1330 -5.2924  O39 1.429, C41 1.576, H50 1.090, H51 1.090
41 C -19.6890 4.3905 -4.4303  C40 1.576, N42 1.469, H52 1.090, H53 1.090
42 N -19.7231 4.0488 -3.0023  C41 1.469, C43 1.478, H54 1.010
43 C -20.6237 2.9484 -2.5997  N42 1.478, C44 1.562, H55 1.090, H56 1.090
44 C -22.1092 3.2836 -2.9470  C43 1.562, O45 1.392, H57 1.090, H58 1.090
45 O -22.9184 2.3219 -2.3493  C44 1.392, C46 1.422
46 C -24.2105 2.1439 -2.9151  O45 1.422, H59 1.090, H60 1.090, H61 1.090
47 H -18.4959 0.6276 -5.4853  C38 1.090
48 H -16.8278 1.0022 -5.1810  C38 1.090
49 H -17.7469 1.6216 -6.6157  C38 1.090
50 H -20.0308 2.3352 -5.2412  C40 1.090
51 H -19.2496 3.3666 -6.3563  C40 1.090
52 H -20.5934 4.8454 -4.8345  C41 1.090
53 H -18.8938 5.1346 -4.4763  C41 1.090
54 H -18.8622 3.6605 -2.6442  N42 1.010
55 H -20.6508 2.8269 -1.5169  C43 1.090
56 H -20.3108 1.9605 -2.9378  C43 1.090
57 H -22.1655 3.2094 -4.0330  C44 1.090
58 H -22.3008 4.2900 -2.5748  C44 1.090
59 H -24.1208 2.0845 -3.9998  C46 1.090
60 H -24.9623 2.9010 -2.6922  C46 1.090
61 H -24.6287 1.2003 -2.5647  C46 1.090
62 C -38.5848 -0.9848 -24.2015  O63 1.435, H71 1.090, H72 1.090, H73 1.090
63 O -37.6210 -0.1645 -23.5261  C62 1.435, C64 1.465
64 C -36.5088 0.2081 -24.4041  O63 1.465, C65 1.506, H74 1.090, H75 1.090
65 C -35.5222 1.0000 -23.5873  C64 1.506, N66 1.462, H76 1.090, H77 1.090
66 N -35.0220 0.2575 -22.4313  C65 1.462, C67 1.479, H78 1.010
67 C -34.4352 1.1539 -21.4124  N66 1.479, C68 1.539, H79 1.090, H80 1.090
68 C -33.9401 0.3070 -20.2261  C67 1.539, O69 1.455, H81 1.090, H82 1.090
69 O -33.6509 1.2216 -19.1316  C68 1.455, C70 1.415
70 C -33.5301 0.5036 -17.9180  O69 1.415, H83 1.090, H84 1.090, H85 1.090
71 H -39.3650 -1.3519 -23.5347  C62 1.090
72 H -38.2005 -1.7822 -24.8375  C62 1.090
73 H -39.1110 -0.3815 -24.9412  C62 1.090
74 H -36.9392 0.7537 -25.2438  C64 1.090
75 H -35.9405 -0.6490 -24.7655  C64 1.090
76 H -35.9221 2.0032 -23.4402  C65 1.090
77 H -34.6855 1.1874 -24.2603  C65 1.090
78 H -35.8106 -0.3026 -22.1408  N66 1.010
79 H -35.2004 1.8751 -21.1251  C67 1.090
80 H -33.5532 1.6012 -21.8706  C67 1.090
81 H -33.0844 -0.2875 -20.5460  C68 1.090
82 H -34.7242 -0.3995 -19.9538  C68 1.090
83 H -34.4248 -0.0157 -17.5746  C70 1.090
84 H -33.2067 1.1406 -17.0947  C70 1.090
85 H -32.7799 -0.2748 -18.0568  C70 1.090
86 C -28.6557 5.9203 -17.7394  O87 1.451, H95 1.090, H96 1.090, H97 1.090
87 O -27.2598 6.1589 -17.4218  C86 1.451, C88 1.477
88 C -26.6605 4.9557 -16.8086  O87 1.477, C89 1.570, H98 1.090, H99 1.090
89 C -25.1878 5.1619 -16.3053  C88 1.570, N90 1.442, H100 1.090, H101 1.090
90 N -24.1964 4.5900 -17.1829  C89 1.442, C91 1.438, H102 1.010
91 C -24.1333 5.3870 -18.3781  N90 1.438, C92 1.548, H103 1.090, H104 1.090
92 C -23.3244 4.7717 -19.5452  C91 1.548, O93 1.426, H105 1.090, H106 1.090
93 O -21.9278 5.0262 -19.4132  C92 1.426, C94 1.445
94 C -21.2301 4.6658 -20.6260  O93 1.445, H107 1.090, H108 1.090, H109 1.090
95 H -29.1524 6.8503 -18.0157  C86 1.090
96 H -29.2068 5.4257 -16.9396  C86 1.090
97 H -28.7110 5.2050 -18.5600  C86 1.090
98 H -26.7249 4.1968 -17.5883  C88 1.090
99 H -27.2751 4.5879 -15.9870  C88 1.090
100 H -25.0473 4.7251 -15.3166  C89 1.090
101 H -24.9986 6.2331 -16.2357  C89 1.090
102 H -24.5202 3.6420 -17.3117  N90 1.010
103 H -23.8327 6.4188 -18.1963  C91 1.090
104 H -25.1648 5.4491 -18.7247  C91 1.090
105 H -23.6848 5.1517 -20.5011  C92 1.090
106 H -23.5081 3.6974 -19.5343  C92 1.090
107 H -21.4225 5.3959 -21.4121  C94 1.090
108 H -21.4394 3.6554 -20.9774  C94 1.090
109 H -20.1587 4.6263 -20.4296  C94 1.090
110 C -24.0344 -3.7917 -5.2280  O111 1.425, H119 1.090, H120 1.090, H121 1.090
111 O -24.1822 -5.1510 -5.6276  C110 1.425, C112 1.468
112 C -23.7631 -5.4723 -6.9968  O111 1.468, C113 1.568, H122 1.090, H123 1.090
113 C -23.6092 -7.0203 -7.1910  C112 1.568, N114 1.451, H124 1.090, H125 1.090
114 N -24.7258 -7.6839 -7.8377  C113 1.451, C115 1.425, H126 1.010
115 C -25.7272 -7.9964 -6.8735  N114 1.425, C116 1.535, H127 1.090, H128 1.090
116 C -25.6057 -9.2754 -6.0341  C115 1.535, O117 1.382, H129 1.090, H130 1.090
117 O -26.5483 -9.2769 -5.0236  C116 1.382, C118 1.449
118 C -26.3986 -10.4083 -4.1302  O117 1.449, H131 1.090, H132 1.090, H133 1.090
119 H -24.6816 -3.1783 -5.8548  C110 1.090
120 H -23.0042 -3.4455 -5.3124  C110 1.090
121 H -24.2672 -3.5651 -4.1875  C110 1.090
122 H -22.7523 -5.1092 -7.1829  C112 1.090
123 H -24.4870 -5.0535 -7.6959  C112 1.090
124 H -23.3924 -7.4511 -6.2134  C113 1.090
125 H -22.7314 -7.1228 -7.8290  C113 1.090
126 H -24.3326 -8.5727 -8.1124  N114 1.010
127 H -26.5841 -8.0669 -7.5434  C115 1.090
128 H -25.8351 -7.1637 -6.1785  C115 1.090
129 H -24.6041 -9.3804 -5.6171  C116 1.090
130 H -25.6885 -10.1993 -6.6065  C116 1.090
131 H -26.6896 -11.4154 -4.4290  C118 1.090
132 H -27.0542 -10.2285 -3.2781  C118 1.090
133 H -25.3985 -10.4269 -3.6972  C118 1.090
134 C -18.0362 0.6085 -16.0018  O135 1.465, H143 1.090, H144 1.090, H145 1.090
135 O -17.5181 -0.3162 -14.9904  C134 1.465, C136 1.439
136 C -16.8685 0.3637 -13.9012  O135 1.439, C137 1.561, H146 1.090, H147 1.090
137 C -16.0469 -0.6581 -13.0539  C136 1.561, N138 1.442, H148 1.090, H149 1.090
138 N -16.8572 -1.8116 -12.7510  C137 1.442, C139 1.450, H150 1.010
139 C -16.1373 -2.7482 -11.9100  N138 1.450, C140 1.531, H151 1.090, H152 1.090
140 C -14.8386 -3.2436 -12.5515  C139 1.531, O141 1.416, H153 1.090, H154 1.090
141 O -15.1477 -3.8906 -13.7721  C140 1.416, C142 1.455
142 C -14.0569 -4.7489 -14.2079  O141 1.455, H155 1.090, H156 1.090, H157 1.090
143 H -18.7611 0.0658 -16.6085  C134 1.090
144 H -17.3247 1.0754 -16.6829  C134 1.090
145 H -18.5718 1.4126 -15.4972  C134 1.090
146 H -17.6620 0.7364 -13.2534  C136 1.090
147 H -16.2225 1.2027 -14.1598  C136 1.090
148 H -15.7866 -0.1463 -12.1274  C137 1.090
149 H -15.0944 -0.9059 -13.5222  C137 1.090
150 H -17.6470 -1.4904 -12.2094  N138 1.010
151 H -16.7260 -3.6425 -11.7057  C139 1.090
152 H -15.9653 -2.3592 -10.9065  C139 1.090
153 H -14.4004 -3.9744 -11.8717  C140 1.090
154 H -14.0592 -2.4958 -12.6973  C140 1.090
155 H -13.2623 -4.1381 -14.6364  C142 1.090
156 H -14.3257 -5.4662 -14.9833  C142 1.090
157 H -13.6346 -5.4047 -13.4465  C142 1.090
158 C -38.1229 0.2150 -18.0287  O159 1.457, H167 1.090, H168 1.090, H169 1.090
159 O -37.8899 -1.1132 -17.4775  C158 1.457, C160 1.431
160 C -38.5952 -2.1689 -18.1370  O159 1.431, C161 1.526, H170 1.090, H171 1.090
161 C -38.7985 -3.3364 -17.1749  C160 1.526, N162 1.453, H172 1.090, H173 1.090
162 N -37.5007 -3.8523 -16.7723  C161 1.453, C163 1.433, H174 1.010
163 C -37.5183 -4.8178 -15.7141  N162 1.433, C164 1.527, H175 1.090, H176 1.090
164 C -36.1276 -5.1326 -15.1670  C163 1.527, O165 1.428, H177 1.090, H178 1.090
165 O -35.5134 -3.9542 -14.6446  C164 1.428, C166 1.384
166 C -34.3419 -4.2240 -13.9584  O165 1.384, H179 1.090, H180 1.090, H181 1.090
167 H -37.9012 0.2397 -19.0956  C158 1.090
168 H -37.4923 0.9188 -17.4855  C158 1.090
169 H -39.1700 0.4545 -17.8434  C158 1.090
170 H -38.2134 -2.4585 -19.1160  C160 1.090
171 H -39.5989 -1.7575 -18.2436  C160 1.090
172 H -39.4005 -4.0953 -17.6746  C161 1.090
173 H -39.4198 -2.9528 -16.3657  C161 1.090
174 H -36.9423 -3.0523 -16.5112  N162 1.010
175 H -37.9536 -5.7409 -16.0968  C163 1.090
176 H -38.2310 -4.4918 -14.9565  C163 1.090
177 H -35.5060 -5.6650 -15.8869  C164 1.090
178 H -36.2590 -5.7234 -14.2606  C164 1.090
179 H -33.8340 -3.2717 -13.8057  C166 1.090
180 H -33.6732 -4.8461 -14.5533  C166 1.090
181 H -34.5006 -4.6965 -12.9890  C166 1.090
182 C -16.3356 1.6384 -24.4575  O183 1.433, H191 1.090, H192 1.090, H193 1.090
183 O -17.5822 1.0605 -24.8653  C182 1.433, C184 1.422
184 C -18.1316 1.5994 -26.0614  O183 1.422, C185 1.581, H194 1.090, H195 1.090
185 C -19.2990 0.7048 -26.6421  C184 1.581, N186 1.427, H196 1.090, H197 1.090
186 N -20.4891 0.9182 -25.8845  C185 1.427, C187 1.491, H198 1.010
187 C -21.6900 0.1982 -26.3982  N186 1.491, C188 1.598, H199 1.090, H200 1.090
188 C -23.0131 0.4796 -25.5475  C187 1.598, O189 1.433, H201 1.090, H202 1.090
189 O -22.7996 0.0555 -24.1952  C188 1.433, C190 1.471
190 C -23.8033 0.5754 -23.2537  O189 1.471, H203 1.090, H204 1.090, H205 1.090
191 H -16.4204 2.7251 -24.4592  C182 1.090
192 H -15.5464 1.3817 -25.1642  C182 1.090
193 H -16.0384 1.3252 -23.4567  C182 1.090
194 H -17.3802 1.6868 -26.8463  C184 1.090
195 H -18.4445 2.6362 -25.9375  C184 1.090
196 H -19.0272 -0.3437 -26.5205  C185 1.090
197 H -19.5726 0.9548 -27.6672  C185 1.090
198 H -20.2670 0.8641 -24.9007  N186 1.010
199 H -21.4638 -0.8641 -26.3065  C187 1.090
200 H -21.7926 0.4532 -27.4530  C187 1.090
201 H -23.8424 -0.1036 -25.9480  C188 1.090
202 H -23.1543 1.5593 -25.4983  C188 1.090
203 H -24.0308 1.6265 -23.4313  C190 1.090
204 H -23.3636 0.4797 -22.2609  C190 1.090
205 H -24.6901 -0.0205 -23.4695  C190 1.090
206 C -18.7138 -6.7503 -13.9818  O207 1.375, H215 1.090, H216 1.090, H217 1.090
207 O -19.3027 -5.6936 -14.6363  C206 1.375, C208 1.429
208 C -20.7182 -5.7242 -14.4446  O207 1.429, C209 1.568, H218 1.090, H219 1.090
209 C -21.4532 -4.7462 -15.4260  C208 1.568, N210 1.470, H220 1.090, H221 1.090
210 N -20.7055 -4.5286 -16.6732  C209 1.470, C211 1.469, H222 1.010
211 C -21.3100 -3.4113 -17.4114  N210 1.469, C212 1.566, H223 1.090, H224 1.090
212 C -20.4603 -3.1774 -18.7064  C211 1.566, O213 1.441, H225 1.090, H226 1.090
213 O -19.0936 -2.8801 -18.3614  C212 1.441, C214 1.467
214 C -18.3392 -2.1958 -19.4167  O213 1.467, H227 1.090, H228 1.090, H229 1.090
215 H -19.0217 -7.6800 -14.4604  C206 1.090
216 H -18.8618 -6.8874 -12.9106  C206 1.090
217 H -17.6308 -6.6766 -14.0815  C206 1.090
218 H -21.0667 -5.5036 -13.4357  C208 1.090
219 H -21.1660 -6.6868 -14.6918  C208 1.090
220 H -21.5425 -3.7916 -14.9074  C209 1.090
221 H -22.4801 -5.0422 -15.6406  C209 1.090
222 H -20.9802 -5.3349 -17.2159  N210 1.010
223 H -21.3563 -2.5342 -16.7659  C211 1.090
224 H -22.2307 -3.7394 -17.8938  C211 1.090
225 H -20.8860 -2.3858 -19.3233  C212 1.090
226 H -20.4997 -4.1018 -19.2826  C212 1.090
227 H -17.3835 -1.7722 -19.1081  C214 1.090
228 H -18.9102 -1.2950 -19.6416  C214 1.090
229 H -18.2717 -2.7586 -20.3477  C214 1.090
230 C -31.3986 -4.6406 -19.7739  O231 1.374, H239 1.090, H240 1.090, H241 1.090
231 O -32.2993 -4.8054 -20.7980  C230 1.374, C232 1.404
232 C -33.4741 -5.4884 -20.4441  O231 1.404, C233 1.565, H242 1.090, H243 1.090
233 C -34.6370 -5.2388 -21.4618  C232 1.565, N234 1.453, H244 1.090, H245 1.090
234 N -35.8622 -5.8950 -21.0372  C233 1.453, C235 1.469, H246 1.010
235 C -36.7442 -5.8379 -22.2103  N234 1.469, C236 1.557, H247 1.090, H248 1.090
236 C -38.2193 -6.3018 -22.0259  C235 1.557, O237 1.404, H249 1.090, H250 1.090
237 O -38.9873 -5.9149 -23.1355  C236 1.404, C238 1.447
238 C -40.4027 -6.1950 -23.0226  O237 1.447, H251 1.090, H252 1.090, H253 1.090
239 H -30.8076 -5.5317 -19.5624  C230 1.090
240 H -31.7903 -4.1761 -18.8690  C230 1.090
241 H -30.5540 -4.0146 -20.0619  C230 1.090
242 H -33.8638 -5.2285 -19.4598  C232 1.090
243 H -33.2487 -6.5546 -20.4667  C232 1.090
244 H -34.3370 -5.5654 -22.4576  C233 1.090
245 H -34.7977 -4.1726 -21.6221  C233 1.090
246 H -36.2445 -5.3783 -20.2580  N234 1.010
247 H -36.3051 -6.3058 -23.0914  C235 1.090
248 H -36.9201 -4.7890 -22.4493  C235 1.090
249 H -38.6164 -6.0020 -21.0561  C236 1.090
250 H -38.3658 -7.3819 -22.0183  C236 1.090
251 H -40.7585 -6.4256 -22.0185  C238 1.090
252 H -40.5741 -7.1386 -23.5407  C238 1.090
253 H -41.0421 -5.4279 -23.4594  C238 1.090
254 C -23.5212 -12.0671 -10.7704  O255 1.390, H263 1.090, H264 1.090, H265 1.090
255 O -24.5243 -11.3042 -11.3560  C254 1.390, C256 1.417
256 C -24.7345 -11.4795 -12.7465  O255 1.417, C257 1.544, H266 1.090, H267 1.090
257 C -26.1346 -10.9202 -13.0816  C256 1.544, N258 1.503, H268 1.090, H269 1.090
258 N -26.0751 -9.4193 -13.0284  C257 1.503, C259 1.494, H270 1.010
259 C -27.4256 -8.8508 -13.3183  N258 1.494, C260 1.497, H271 1.090, H272 1.090
260 C -27.8458 -8.8140 -14.7545  C259 1.497, O261 1.436, H273 1.090, H274 1.090
261 O -28.0956 -10.1605 -15.1881  C260 1.436, C262 1.436
262 C -29.0904 -10.3567 -16.2050  O261 1.436, H275 1.090, H276 1.090, H277 1.090
263 H -23.9283 -13.0778 -10.7436  C254 1.090
264 H -23.4138 -11.7998 -9.7192  C254 1.090
265 H -22.5797 -11.9963 -11.3152  C254 1.090
266 H -24.6361 -12.5209 -13.0530  C256 1.090
267 H -23.9422 -10.9431 -13.2688  C256 1.090
268 H -26.9271 -11.3294 -12.4550  C257 1.090
269 H -26.3797 -11.2877 -14.0781  C257 1.090
270 H -25.7732 -9.1271 -12.1099  N258 1.010
271 H -27.4660 -7.8278 -12.9441  C259 1.090
272 H -28.1670 -9.4299 -12.7680  C259 1.090
273 H -26.9949 -8.4310 -15.3178  C260 1.090
274 H -28.6800 -8.1505 -14.9822  C260 1.090
275 H -28.6560 -10.0447 -17.1548  C262 1.090
276 H -29.9621 -9.7289 -16.0201  C262 1.090
277 H -29.2384 -11.4354 -16.1553  C262 1.090

As for the net charge: -1. Its LUMO energy is 1.41 eV. For the frontier orbital gap, the calculation gives 8.212 eV.